Record 1
Density functional theory data (wB97M-V/def2-TZVPD) for a cluster of 7 separate species, C24H69N6O9 in total at a distorted geometry.

Summary:
Relative energy (zero: lowest compared OMol25 entry of this formula, charge and spin), eV: 0.000
Frontier orbital gap, hartree: 0.35248

The geometry in ORCA input format:
```
! RIJCOSX wB97M-V def2-TZVPD def2/J DEFGRID3
* xyz 5 1
H -3.73823 -4.21368 7.94927
H 7.65029 5.85041 -1.51910
C -4.33039 3.30423 -6.68219
O -2.64787 -5.73224 6.39359
H 4.75390 6.26390 -2.30911
H 8.18734 7.57650 -1.25103
H -3.25838 -5.70548 -4.86781
C 7.30646 6.89289 -1.36564
C -4.78244 -4.44777 7.69061
H 7.41624 1.41074 5.68271
H 6.15277 5.23948 -2.72364
H -4.69958 -6.84051 9.00823
O 6.60408 7.25705 -2.58783
H 7.91563 -2.64217 6.30142
C -4.32837 3.66444 0.31071
O -1.96520 4.58935 -5.34878
O -1.45702 -2.96604 -2.59494
H 6.95687 -0.88348 5.13370
N 6.74195 -2.72930 7.99048
H -3.06796 1.21528 -4.55202
O 6.78287 -0.06847 7.00578
N -4.52722 -6.92712 7.98033
H -4.95543 -7.79311 7.59344
H -5.40943 1.35297 0.58270
O -2.38401 2.31844 0.36376
C -3.61995 2.39449 0.44170
H -5.28095 -4.29126 8.64003
H 5.05175 -3.51377 6.10790
H 6.53108 -4.48620 5.92111
H -2.33725 -1.52813 -1.95933
H 7.12175 6.13721 -5.61812
C -1.02245 5.64808 -5.40231
C 6.06310 -3.53112 5.73217
H 7.19755 1.87622 7.39807
N -4.40256 1.19779 0.38495
H -5.21143 2.70040 -6.67533
H -4.66256 3.84885 -0.68801
H -1.36055 -4.33762 -4.01249
C -3.95775 0.00955 1.17302
O -3.87390 1.15218 -2.19576
H -1.25498 6.40994 -4.67649
H -3.47833 -7.13197 7.90834
H 4.29875 4.29765 -4.41912
N 6.50000 6.78264 -5.15195
H -4.24205 2.39875 -4.54523
N -3.39817 -2.79976 -4.80198
N -3.28242 2.17030 -4.86259
H 0.44125 -2.47496 -1.79914
H 0.37657 -4.01426 -2.61140
C 6.42533 -1.07142 6.08752
H -4.57632 4.19045 -6.03786
H 4.95987 4.84942 -6.05705
H 7.46232 -3.42297 8.23352
C 6.76893 1.30871 6.57047
C -3.03167 2.65408 -6.28119
H -1.84416 -4.34065 4.91113
C -1.80155 3.60276 -6.31761
H -4.05294 -6.74314 5.26426
H -0.00872 5.22810 -5.28433
H -4.37655 3.83082 -7.65485
H -5.03749 -3.61470 6.99233
H 5.28464 -1.05388 5.85834
H 6.15771 7.44807 -5.85726
H -2.06719 -4.89527 -2.52463
H -4.88753 -4.84435 -4.89002
C -3.94636 -5.83724 5.87291
H 6.08097 -3.29263 4.66040
H -2.99535 -1.87724 -4.48603
H -4.18491 1.18282 -1.22862
C 5.68277 6.23283 -2.89792
H 5.80154 -3.07081 8.27912
C -4.93995 -5.76702 7.06970
H 5.94894 4.14549 -4.73228
H -4.03754 -3.40662 -2.92044
H -4.24392 -4.99464 5.19329
H -5.25558 3.57077 0.89435
H 7.07502 7.38362 -4.54012
O -2.88801 -0.13642 -3.67237
H -0.37038 -3.83996 -1.08731
H -2.59176 2.69436 -4.31669
H -2.82439 1.87820 -6.97905
H -4.43184 -5.86926 -3.56992
C -1.70318 -5.31664 5.43671
H 6.74807 6.95279 -0.42937
H -4.32892 -2.68975 -5.24959
C -3.21447 0.01278 -2.47853
C 5.36479 6.14901 -4.35110
H 7.03275 -1.89095 8.60276
H 5.78423 1.72624 6.38117
C -0.16997 -3.33956 -1.99894
H 4.56821 6.85406 -4.64725
H -1.09368 6.09742 -6.40857
H -4.23168 -0.90486 0.62637
H -2.77988 -3.12998 -5.54875
H -1.64089 -6.09463 4.71822
H -0.91741 3.02295 -6.09550
C 6.85536 -2.48512 6.53057
C -3.46328 -3.85906 -3.72919
O -2.88721 -0.79918 -1.55531
C -4.04978 -5.16173 -4.30801
H -4.32662 -0.08773 2.24115
H -2.84279 -0.04230 1.23340
H -1.77268 4.00382 -7.33858
H -5.90804 -5.95500 6.70020
H -0.81411 -5.14426 6.06058
C 5.10107 4.78536 -4.94375
H -3.64038 4.35653 0.76467
C -2.03678 -4.08378 -3.23778
*
```


Record 2
Density functional theory data (wB97M-V/def2-TZVPD) for a cluster of 9 separate species, C24H69N9O9 in total at a distorted geometry.

Summary:
SMILES string: COC[C@H](C)N.COC[C@H](C)N.COC[C@H](C)N.NC(N)=O.NC(N)=O.NC(N)=O.CC(C)O.CC(C)O.CC(C)O
Relative energy (zero: lowest compared OMol25 entry of this formula, charge and spin), eV: 0.000
Frontier orbital gap, hartree: 0.33583

The geometry in ORCA input format:
```
! RIJCOSX wB97M-V def2-TZVPD def2/J DEFGRID3
* xyz 0 1
H -5.23360 -18.77891 3.22440
H -6.19978 -15.45249 12.71590
H 2.74255 -21.68838 8.39917
C -4.08922 -18.38733 8.14409
H -6.80932 -15.86536 4.27936
N -2.94164 -15.36523 6.33680
N -2.55911 -22.55666 9.24372
O -1.76520 -19.37639 10.21889
H -4.70336 -15.18740 11.89582
H -2.37487 -19.44965 3.05301
C -4.88464 -17.91896 2.67697
C -9.11556 -18.88381 10.21815
H -4.87529 -21.66268 9.69162
C 0.87095 -23.21096 6.63841
H -0.80422 -20.23802 2.95398
C 1.71750 -20.31005 6.99332
O -6.63832 -16.43443 10.32841
H -9.43920 -19.27708 9.22358
H -6.73989 -18.18462 12.65217
C -2.12410 -21.21205 4.25831
H -3.33631 -21.45280 5.85342
H -1.73049 -16.14324 4.18992
H -2.30365 -19.31761 8.47317
C -5.97602 -19.91058 11.51983
O -6.05703 -16.44402 4.21790
H -4.15774 -15.22437 2.74155
H -9.93547 -18.63627 10.90132
H -4.25671 -20.90237 11.94793
O -3.36400 -22.74806 7.15003
H -3.48202 -21.86082 2.67602
H -2.93872 -19.20622 6.74239
H -1.95289 -22.84330 2.78910
H -0.21508 -20.47591 7.85291
H 2.14134 -20.10295 9.08451
H 0.79875 -14.71273 5.28244
H -5.50970 -22.28515 8.29132
C -5.77201 -18.68291 12.37743
H -0.85498 -14.81495 8.14749
H -5.93324 -17.85147 7.42396
H -2.65567 -21.85439 9.95496
H 0.66966 -15.23052 3.49449
N -4.76944 -22.40414 8.94007
C -3.56706 -22.54005 8.32131
H -7.42588 -14.56421 10.65564
N 0.07065 -18.13272 10.72144
H -1.78446 -16.24649 10.53228
H -6.65810 -18.90917 9.70480
C -6.43234 -15.04869 10.59977
H -1.39508 -21.76682 4.86635
O -8.20352 -19.69957 10.85762
H -2.98722 -17.40403 10.27738
H -5.23686 -17.90787 11.89025
H -6.36753 -14.07419 8.64856
O -4.29155 -18.10115 9.35491
H -4.74278 -18.08248 1.63967
C -1.61969 -20.00774 3.60005
C -5.74728 -14.85062 11.93610
C 0.90570 -15.57450 4.55453
H -1.25936 -16.60634 7.89195
H -3.27272 -23.00148 3.94468
H -3.98947 -19.64636 10.95645
H -4.67835 -15.89961 1.23031
H -1.61862 -22.67524 8.97455
H 1.96569 -15.81543 4.45405
H -0.14140 -20.98061 6.09155
O 0.48350 -22.33242 7.61618
C -0.77371 -15.67854 7.48726
H 1.14067 -18.48260 6.09440
C -5.77124 -16.62352 2.83919
N -2.11584 -17.19778 10.70168
H 0.47987 -17.21123 11.10522
H 0.84188 -24.17217 7.13512
C -1.19377 -16.48321 5.09072
H -1.56685 -17.45380 5.37805
C -5.02185 -15.49589 2.15341
C -2.72568 -22.28831 3.33484
H -4.81842 -14.91325 9.11145
H 3.62159 -20.34965 8.09599
H 1.92712 -23.02158 6.24444
H -6.69704 -16.90754 2.35991
H 2.29221 -20.63973 6.07638
O 0.19447 -16.70942 4.88160
H -5.65034 -14.60521 2.00431
H 0.29452 -15.92725 7.36242
C -1.27689 -18.26872 10.54554
C -6.94587 -19.77601 10.27920
C 0.34436 -21.02435 7.11628
H -4.95287 -18.85669 6.40679
H -8.54547 -17.97967 9.95706
C -5.69865 -14.31924 9.49229
H -6.45392 -20.77237 12.10332
N 1.58511 -18.88908 6.87578
H -6.87834 -20.57595 9.55289
H 0.22092 -23.22220 5.76846
H -3.27723 -16.32185 6.35229
H -5.85927 -16.80603 9.82349
C 2.59106 -20.63216 8.24283
H 0.58316 -18.97248 10.82039
H 1.10366 -18.47691 7.65495
H -3.44339 -14.91052 5.55561
O -3.09783 -20.71659 5.19483
N -2.97506 -19.03044 7.75048
H -1.33248 -19.23531 4.30967
H -3.88655 -17.69407 3.07967
H -1.25401 -14.44167 5.81805
N -5.03323 -18.17615 7.16277
H -5.69084 -13.83614 12.27551
N -4.62563 -20.45972 11.13673
C -1.53153 -15.40983 6.18379
H -5.07042 -18.85461 13.21709
H -5.31097 -13.29600 9.82483
*
```


Record 3
Density functional theory data (wB97M-V/def2-TZVPD) for a cluster of 15 separate species, C24H72BF18N14O37S14 in total at a distorted geometry.

Summary:
Frontier orbital gap, hartree: 0.28504

The geometry in ORCA input format:
```
! RIJCOSX wB97M-V def2-TZVPD def2/J DEFGRID3
* xyz -3 1
C 11.00710 15.75937 20.55235
H 14.41910 15.70884 12.44209
F 14.97927 7.97074 14.96719
S 15.73066 22.78759 15.05597
C 16.36012 13.63648 24.86304
O 8.59834 17.74592 16.86708
H 14.04960 16.84687 23.35024
H 18.00882 19.93204 19.68282
O 12.69408 19.77392 20.62714
S 12.22630 19.72510 24.51640
H 19.97796 18.91104 21.60588
H 20.59170 17.38353 22.32498
N 24.41983 11.15392 20.43412
F 19.22952 23.75436 26.32531
N 20.91018 11.13115 18.01001
H 10.37530 14.00252 19.53692
H 19.92054 19.11843 25.06034
H 14.04429 18.00669 15.25166
F 16.95093 8.99132 15.45422
S 11.47076 19.03996 16.98156
N 13.78332 17.29645 14.51369
F 15.11751 10.15806 14.58896
F 12.84670 15.59223 16.52780
H 20.81360 12.16849 17.95918
O 25.34507 12.96006 22.06394
H 17.81469 16.14222 19.85535
C 17.23381 19.33469 19.19816
O 17.99901 7.78498 17.14032
H 12.90876 21.07242 10.31687
H 18.63786 12.16173 26.70018
O 12.87503 19.19859 16.74252
O 20.20559 11.50595 14.97598
O 18.97365 18.21151 23.37534
C 21.68842 10.61129 16.79001
O 19.38440 8.08272 19.06526
H 10.56831 17.81770 19.88301
C 21.54036 9.14177 16.54304
C 15.90348 20.06147 19.45467
F 19.87336 20.73571 29.21208
C 13.26446 18.93145 12.82927
F 12.17114 18.17355 24.28871
F 23.11519 12.70761 21.64344
N 11.33166 17.17494 20.09046
F 9.89436 16.03807 16.03052
O 14.40875 16.49255 18.03633
F 11.75223 8.13690 22.67926
C 10.57769 15.01902 19.24148
O 14.67492 22.35074 14.25028
H 20.37335 14.37282 23.93977
C 14.12649 16.27053 22.45476
S 12.21489 20.67371 21.71476
O 16.18179 24.13416 15.09291
H 14.59741 19.12353 18.04009
H 18.27289 18.63361 26.48103
H 15.88228 12.68703 24.67060
S 20.90954 20.80845 27.90743
O 17.34531 13.53279 25.88606
N 18.87791 12.58421 23.22772
S 11.21294 9.14866 23.64500
H 14.48459 15.25037 22.54101
S 24.57298 12.64710 20.96703
H 12.72209 21.47942 12.01049
C 21.46484 11.47750 15.56674
H 16.04587 17.40906 25.79473
H 10.22178 15.65744 21.32789
O 10.92778 18.64570 18.25000
O 9.63350 12.09787 24.02894
C 19.30578 12.42248 15.55476
F 10.77930 20.42748 16.72276
O 12.80628 16.41191 21.88630
H 9.64737 15.42033 18.83941
H 21.80826 12.50241 15.80199
H 16.35816 19.66013 25.24070
H 19.27742 11.85179 22.67228
H 13.28485 19.50276 13.77450
N 17.34961 19.58331 24.91595
C 15.81455 20.54510 20.88179
C 19.80299 14.11932 24.83489
O 9.94962 8.60170 24.08966
H 12.21680 18.48186 12.74519
H 22.11918 11.00934 14.81039
H 12.74862 17.12098 14.65882
C 19.26744 12.70832 24.65423
O 12.29385 9.43545 24.46897
O 18.09791 19.41816 14.86872
C 20.21928 18.38026 22.53567
H 13.99645 19.32909 19.61549
N 12.73161 20.16319 23.07739
H 12.43951 14.37478 21.55174
O 17.11384 18.05751 19.71425
H 15.01501 21.28948 21.09315
S 20.19641 22.55373 25.77895
O 16.00284 19.93734 13.58463
B 15.45803 9.14764 15.35893
C 18.09496 17.06509 19.28502
H 17.84689 8.29797 16.26516
H 19.80841 17.34112 25.12646
H 16.70881 21.17989 21.01197
O 21.17011 19.45174 27.60241
N 11.05703 10.43363 22.67959
O 19.52935 22.19375 24.56702
C 18.19741 12.42893 25.69858
O 12.31117 22.07725 21.48844
S 25.12438 9.79455 20.76349
N 15.00780 15.18070 15.91725
H 15.85261 19.76818 21.62401
H 18.44553 12.33067 14.92595
C 18.02457 18.38024 25.50437
H 17.95514 16.82646 18.19077
H 16.00480 20.94499 18.81473
F 16.91931 16.74555 15.79485
N 16.90115 21.66928 15.07596
H 11.94673 17.56884 20.79819
H 12.91284 16.41469 11.93925
H 19.05713 12.07294 16.57164
C 19.31545 18.23671 24.76389
H 17.56879 11.60128 25.54848
O 17.35277 14.50713 16.60014
H 18.97124 14.89004 24.81347
H 11.81786 17.02048 19.17806
H 20.99399 18.93303 23.08878
O 13.99697 14.04121 17.96481
H 20.75537 9.04114 15.83902
F 15.17237 9.38980 16.67118
C 13.97784 16.63888 12.11955
O 16.75482 14.82396 14.25306
S 14.14521 15.25856 17.23729
N 10.87465 18.23088 15.81223
F 10.63324 20.38858 21.61224
O 18.75861 9.70484 17.62788
H 20.46180 14.16443 25.71257
O 10.95069 20.16152 24.84037
H 13.04352 15.25916 20.12480
O 21.52002 22.98186 25.66166
O 13.28905 19.89535 25.44480
S 16.84230 20.15065 14.74070
H 18.80383 13.48630 22.75748
O 24.72506 8.74233 19.88180
H 17.42719 19.57196 23.88808
F 11.63338 12.88484 23.08823
S 16.54169 15.06436 15.61283
O 9.84085 12.37478 21.60270
C 12.69319 20.64222 11.32563
H 11.42714 15.06893 18.58999
H 11.66506 20.24222 11.35209
H 15.22750 18.24861 19.25935
O 8.94307 17.59084 14.40724
H 16.91237 13.91395 23.95415
C 12.41784 15.31755 21.04452
F 24.47776 9.34234 22.17599
O 13.59020 19.58530 11.65372
H 21.37081 8.52418 17.40779
H 19.74532 13.41293 15.62567
H 20.11510 11.98526 24.73604
N 19.84806 21.38467 26.78751
H 19.96614 10.55796 18.02042
C 14.14245 17.78438 13.11193
H 14.23364 16.41645 14.67386
H 14.39425 16.91809 11.18292
H 17.39578 19.37288 18.11644
O 21.95402 21.60464 28.46238
H 19.15829 17.46620 19.45841
O 24.56618 13.48928 19.81162
H 22.50639 8.75946 16.17750
H 17.43420 16.35509 26.00636
H 21.30855 10.92958 18.88951
S 10.35578 11.83650 22.81418
C 17.03299 17.17555 25.39230
H 17.75980 20.42546 25.32914
H 17.07074 16.83689 24.38297
O 26.46525 10.01521 20.97139
F 15.23488 22.63314 16.60684
N 14.82821 19.18556 19.02059
H 15.20181 18.01896 13.20105
H 22.72562 10.85780 17.04168
F 15.86331 19.48424 15.93004
N 18.66180 8.51760 18.01954
H 14.83435 16.87335 21.80614
H 15.58425 14.36551 25.18341
S 9.43341 17.46521 15.71694
*
```